Entry 1:
Molecular formula: C4H14NO3
Method: DFT, ωB97M-V/def2-TZVPD

Charge: -1
Frontier orbital gap, eV: 8.207
Lowest unoccupied orbital energy, eV: 4.023
E, eV: -12007.0531
Highest occupied orbital energy, eV: -4.18

Last column: Mulliken charge in e.
Element x y z (Å)
C: 0.89 2.08 0.70  -0.6631
N: 0.21 2.08 -0.58  -0.4064
C: 0.00 0.69 -1.16  -0.0826
C: -1.47 0.32 -1.12  -0.5210
C: -1.97 -0.47 0.14  -0.5478
O: -1.16 -1.50 0.62  -0.7139
H: 1.61 1.26 0.70  0.2464
H: 0.26 1.98 1.66  0.1865
H: 1.50 2.94 0.89  0.3430
H: -0.71 2.50 -0.63  0.2630
H: 0.60 -0.13 -0.75  -0.1135
H: 0.45 0.78 -2.18  0.2530
H: -2.19 1.12 -1.22  0.3215
H: -1.52 -0.38 -2.00  0.2519
H: -2.15 0.19 1.03  0.2115
H: -2.83 -1.08 -0.18  0.3158
H: 1.12 -2.13 2.31  0.1510
H: 0.03 -1.41 1.09  0.3859
O: 1.18 -1.61 1.51  -0.8022
H: 2.11 -1.76 0.24  0.3870
H: 1.78 -3.14 -0.45  0.2703
O: 2.28 -2.33 -0.62  -0.7363

***

Entry 2:
Molecular formula: C4H8N2O
Method: DFT, ωB97M-V/def2-TZVPD

Charge: 0
Frontier orbital gap, eV: 7.896
Lowest unoccupied orbital energy, eV: 0.373
SMILES string: CNC(=O)/C=C\N
E, eV: -9303.1980
Highest occupied orbital energy, eV: -7.52

Last column: Mulliken charge in e.
Element x y z (Å)
C: 1.91 0.55 -0.37  -0.8500
N: 0.89 -0.28 0.26  -0.2195
C: 0.03 0.47 1.23  0.5109
O: 0.49 0.83 2.31  -0.6671
C: -1.20 0.65 0.60  -0.9006
C: -1.33 -0.13 -0.59  0.1351
N: -1.80 -1.36 -0.60  -0.3413
H: 2.54 1.07 0.36  0.3068
H: 2.54 -0.06 -1.02  0.3089
H: 1.41 1.31 -0.99  0.2817
H: 1.33 -1.07 0.74  0.2090
H: -1.87 1.48 0.82  0.3302
H: -1.26 0.31 -1.59  0.3481
H: -1.80 -1.92 -1.45  0.2504
H: -1.87 -1.85 0.29  0.2973